# 1
The following is a quantum chemistry calculation of a molecular structure, C32H43N2O4OsP2, from the Open Molecules 2025 dataset.

Last column: Mulliken spin population.
Element x y z (Å)
Os: 1.48780 -0.02092 -0.31462  0.8864
P: 2.55101 -2.07089 -0.21094  0.0691
P: 0.48317 2.01777 -1.04015  -0.0040
O: 7.90196 -0.25927 -1.57183  0.0000
O: -0.53390 -1.69528 -2.22717  0.1095
O: -0.38745 -1.16899 -0.02972  0.0615
O: 6.22556 2.04788 2.31370  0.0001
N: -2.56521 -0.86053 1.16272  0.3569
N: 1.77909 -0.26614 -2.38163  0.1141
C: 1.88814 1.58940 2.31969  0.0871
C: 3.88110 -2.31183 1.05486  0.0370
C: -2.98647 -1.93659 0.38153  0.4380
C: -2.68006 -3.38728 -1.56093  -0.0289
C: -4.17803 -2.60197 0.68738  -0.0862
C: -0.95776 -1.71011 -1.06342  0.1829
C: 1.36405 0.40739 -4.62609  0.1621
C: -1.01745 2.43025 -0.11266  -0.0250
C: 1.41507 0.38775 1.77041  -0.0773
C: -4.61124 -3.62715 -0.15264  0.3438
C: -4.64596 2.21505 1.29987  -0.0496
C: 2.37099 -0.42482 -5.10249  -0.0403
C: -3.24449 0.24928 1.64259  -0.0250
C: -4.20907 0.95007 0.86337  0.0697
C: 1.61828 -3.66135 -0.06290  0.0486
C: 0.97660 -0.38197 4.03190  -0.0382
C: -2.21790 -2.39934 -0.70763  0.2662
C: -4.61670 0.38533 -0.46241  -0.0157
C: -5.63021 3.00816 0.45719  0.0001
C: 3.06595 -1.21997 -4.20166  0.2020
C: 0.17798 1.56456 -2.75037  0.0190
C: 1.47413 3.58191 -1.07440  0.0012
C: 1.33846 0.84490 4.58360  0.0669
C: -2.76435 0.82471 2.83745  0.0968
C: 1.81318 1.81587 3.70459  -0.0418
C: -3.88998 -4.00460 -1.28353  0.1796
C: 1.16929 0.53581 -3.25530  -0.0423
C: 3.03044 -2.27747 -1.91598  0.5584
C: 1.06229 -0.62931 2.65300  0.0585
C: -4.12719 2.77038 2.46825  0.1104
C: -3.18119 2.08177 3.24193  -0.0438
C: 2.65256 -1.25495 -2.84356  -0.0572
H: -1.68047 1.54766 -0.15291  0.0208
H: 2.36059 2.33901 1.67695  0.0075
H: 2.20884 1.50515 -0.49129  -0.0479
H: -1.49344 3.31421 -0.58642  0.0002
H: 1.28503 1.00824 5.66221  0.0026
H: -5.87278 3.94423 0.98554  -0.0008
H: -0.81631 1.11246 -2.77976  0.0006
H: 2.46144 3.44539 -1.55727  0.0004
H: 3.94602 -1.79463 -4.48269  0.0031
H: 0.88236 -1.64319 2.28463  0.0030
H: -5.18889 3.27179 -0.52502  -0.0020
H: -6.56495 2.43836 0.29031  -0.0011
H: 0.20380 2.47475 -3.35665  0.0003
H: 0.90150 4.32750 -1.65609  -0.0001
H: 0.77745 1.08280 -5.26185  0.0043
H: 1.03119 -3.82650 0.84992  0.0009
H: 2.17014 2.75627 4.12013  -0.0007
H: 2.84902 0.75766 -0.23412  0.0353
H: -2.78739 2.54953 4.14475  -0.0007
H: -4.74290 -2.32478 1.56782  -0.0081
H: 2.58277 -0.43645 -6.17722  -0.0003
H: 3.25287 -3.30455 -2.39454  -0.0177
H: 1.64232 3.97285 -0.05056  0.0000
H: -5.25133 1.09165 -1.00466  0.0025
H: 4.56030 -3.16287 0.88123  -0.0001
H: 5.71346 1.30064 2.78105  0.0001
H: 4.51260 -1.41314 1.13446  -0.0001
H: -2.00839 0.27872 3.41653  -0.0037
H: 6.59714 1.61560 1.54699  0.0000
H: 2.35098 -4.47952 -0.13976  -0.0036
H: -0.74521 2.63047 0.94292  -0.0007
H: 7.49602 0.51412 -2.10442  0.0000
H: 0.92492 -3.70195 -0.91498  -0.0049
H: -3.73798 0.17649 -1.10358  0.0190
H: -4.47990 3.76416 2.75592  0.0048
H: -5.19028 -0.54352 -0.32386  0.0090
H: -4.22908 -4.78118 -1.96287  0.0113
H: 7.88083 -1.07792 -2.10260  0.0001
H: -5.53279 -4.14197 0.07137  0.0361
H: -2.06508 -3.60477 -2.42203  0.0390
H: -1.56904 -0.87449 1.41111  -0.0585
H: 3.46553 -2.46865 2.06209  0.0005
H: 0.61662 -1.17711 4.67730  -0.0009

Output
Highest occupied orbital energy (spin up / spin down) ... -6.1504 / -10.3198 eV
Net charge ... +1
Max |F| ... 0.08122 Eh/bohr
<S²> ... 6.072
Lowest unoccupied orbital energy (spin up / spin down) ... -2.533 / -4.989 eV
E ... -2428.65021 hartree
Multiplicity ... 5


# 2
The following is a quantum chemistry calculation of a molecular structure, C32H44BrEuN3P2, from the Open Molecules 2025 dataset.

Last column: Mulliken spin population.
Element x y z (Å)
Eu: 0.95689 -1.58104 -0.24014  6.9842
Br: 3.12903 -0.77067 1.31194  -0.0160
P: 0.82523 1.61303 1.77319  -0.0108
P: 2.68494 0.91903 -3.40209  -0.0008
N: 1.15628 -3.39970 1.53216  -0.0054
N: -9.12795 -0.30009 -3.10204  -0.0002
N: 0.83208 -5.53624 1.06534  0.0005
C: 2.78581 -4.83480 4.61513  0.0002
C: 3.55084 3.39325 -2.46157  0.0003
C: -4.17800 -0.77278 -0.80176  -0.0004
C: 2.54675 2.09785 2.46332  -0.0013
C: -2.89709 -0.66696 -0.13982  0.0018
C: -8.06099 0.23257 -3.69317  -0.0001
C: 0.44529 1.18303 -5.04141  0.0009
C: -7.73255 -1.15493 -1.34921  -0.0001
C: -1.69802 -0.54187 -0.87149  -0.0010
C: 1.85406 -6.53322 3.13142  -0.0004
C: -0.05623 1.94831 3.36209  0.0003
C: -8.97411 -0.97277 -1.96488  0.0000
C: 2.58855 -6.18845 4.27873  -0.0004
C: -0.74855 3.69967 0.91987  0.0008
C: 3.24385 -0.52587 -2.42121  0.0087
C: -1.57854 -0.00028 1.83858  0.0095
C: -6.76682 0.12098 -3.17696  0.0001
C: 1.36064 -5.50164 2.35647  -0.0005
C: 2.48797 2.31708 -2.21618  -0.0049
C: -0.67352 0.30624 -0.33831  0.0347
C: 2.30153 -3.80071 3.79686  -0.0001
C: 0.73148 -4.27176 0.60590  -0.0014
C: -5.28943 -0.71336 -1.34152  0.0004
C: -0.44128 0.37819 1.07862  -0.0060
C: -2.76532 -0.39429 1.23691  -0.0077
C: 0.31144 3.17598 4.17902  0.0002
C: 0.93066 0.48002 -3.77684  0.0035
C: -6.59704 -0.58585 -1.96414  -0.0008
C: 1.57383 -4.14104 2.64935  0.0008
C: 2.95852 3.56229 2.33443  -0.0001
C: 4.26231 -1.29498 -3.28728  -0.0002
C: 0.50319 2.93005 0.54844  -0.0004
H: 3.67809 -0.22364 -1.45062  -0.0037
H: -1.14116 1.99736 3.20874  0.0007
H: -0.58190 4.39103 1.75098  -0.0001
H: 1.37809 3.58111 0.45887  0.0005
H: 1.18310 1.11997 -5.84876  0.0000
H: 2.47900 -2.74654 3.99824  0.0002
H: 0.59007 -6.36383 0.52591  -0.0002
H: 4.90309 -0.61130 -3.86481  -0.0002
H: 3.28566 1.44712 1.95799  0.0012
H: 2.37593 -1.20562 -2.26741  0.0032
H: -8.23734 0.77788 -4.61543  0.0000
H: -9.87036 -1.38524 -1.51152  0.0000
H: 3.34354 -4.60530 5.52367  0.0001
H: -5.93528 0.58627 -3.71136  0.0000
H: 4.89497 -1.94707 -2.67404  0.0001
H: 3.63852 3.61718 -3.53323  0.0001
H: 1.67669 -7.56726 2.82690  0.0000
H: -1.08801 4.30227 0.06876  0.0001
H: 4.53318 3.07694 -2.08870  0.0000
H: 3.01053 3.87857 1.28268  0.0001
H: 2.28914 4.23347 2.89528  0.0000
H: -1.57379 0.12825 2.92166  0.0007
H: 0.36493 2.52826 -0.46699  -0.0018
H: 0.22758 2.23666 -4.83669  0.0001
H: 0.16418 4.09560 3.60255  0.0000
H: 2.55202 1.92483 -1.19085  0.0041
H: 1.32798 3.15479 4.58464  0.0000
H: -7.67431 -1.71372 -0.41240  0.0000
H: 0.14582 1.04734 3.96574  -0.0003
H: 3.00380 -6.97273 4.92339  -0.0001
H: 0.27677 0.76834 -2.94345  -0.0022
H: 0.34823 -4.04323 -0.40897  0.0048
H: -0.37953 3.23362 5.03025  0.0000
H: -1.70448 -0.88206 -1.92241  -0.0100
H: 1.48237 2.74256 -2.35543  -0.0013
H: -0.05112 0.93676 -1.00188  0.0187
H: -1.56511 3.01988 1.18916  -0.0002
H: 3.96977 3.67767 2.75099  0.0000
H: 3.28262 4.32268 -1.94500  -0.0001
H: -0.48657 0.71900 -5.37851  -0.0001
H: 2.52343 1.79108 3.52495  0.0002
H: -3.67532 -0.38348 1.81759  -0.0001
H: 3.72379 -1.94622 -3.98962  0.0003
H: 0.87566 -0.61354 -3.87864  -0.0029

Output
Highest occupied orbital energy (spin up / spin down) ... -13.1156 / -13.1186 eV
Net charge ... +2
Max |F| ... 0.04846 Eh/bohr
<S²> ... 15.760
Lowest unoccupied orbital energy (spin up / spin down) ... -6.584 / -6.556 eV
E ... -5376.45729 hartree
Multiplicity ... 8